1.
{
  "formula": "C3H10NO2S",
  "method": "wB97M-V/def2-TZVPD",
  "elements": ["O", "C", "C", "C", "S", "N", "H", "H", "H", "H", "H", "H", "H", "H", "H", "H", "O"],
  "xyz": [[1.46295, -1.31629, 0.76791], [0.85771, -1.00099, -0.32271], [-0.23531, 0.05816, -0.18540], [-1.55183, -0.24289, -0.87481], [-1.23680, -0.93509, -2.55393], [-0.36626, 0.13475, 1.29323], [1.21164, -1.17265, -1.32942], [0.22301, 1.00943, -0.51026], [-2.19067, 0.61593, -1.08203], [-2.09536, -0.97961, -0.29592], [-2.53110, -1.08988, -2.86002], [-1.09668, 0.81005, 1.49940], [0.50757, 0.60161, 1.58203], [-0.52960, -0.74570, 1.77817], [2.94904, 0.78537, 1.26596], [2.45860, 2.13667, 0.69500], [2.16310, 1.33110, 1.13280]],
  "atomic_forces_ev_per_a": [[0.596, -0.303, -0.160], [-1.035, -0.221, 0.432], [1.282, -0.973, -0.703], [-0.098, -0.072, -0.701], [0.119, -0.129, 0.217], [-0.904, 2.118, 0.067], [0.383, -0.146, -0.220], [-0.624, 0.315, 0.245], [0.081, 0.247, 0.503], [-0.124, -0.223, 0.121], [-0.021, 0.126, 0.002], [-0.397, -0.094, 0.245], [0.375, -0.718, 0.226], [0.485, -0.204, -0.361], [-0.306, -0.273, -0.146], [0.037, -0.033, 0.081], [0.152, 0.583, 0.151]],
  "gap_ev": [4.724, 8.079],
  "multiplicity": 2,
  "total_energy_ev": -19690.2554,
  "e_lumo_ev": [0.461, 0.205],
  "de_lowest_kcal_mol": 18.10,
  "s_squared": 0.753,
  "homo_energy_ha": [-0.1566, -0.2894]
}

---

2.
{
  "formula": "C3H6O3",
  "method": "wB97M-V/def2-TZVPD",
  "elements": ["O", "C", "C", "O", "C", "O", "H", "H", "H", "H", "H", "H"],
  "xyz": [[-1.15745, 1.10103, 0.87482], [-1.10051, -0.18278, 0.32773], [0.21541, -0.90754, 0.57443], [1.11640, -0.64620, -0.52341], [1.20250, 0.55841, -1.06415], [0.87935, 1.63153, -0.60214], [-0.43464, 1.58327, 0.43462], [-1.18998, -0.17304, -0.76874], [-1.93295, -0.76855, 0.72781], [0.09983, -1.99335, 0.52203], [0.67619, -0.61922, 1.52163], [1.64074, 0.44932, -2.05404]],
  "atomic_forces_ev_per_a": [[-0.250, -0.063, 0.157], [-0.099, -0.361, 0.027], [-0.109, 0.016, 0.108], [0.163, 0.067, -0.266], [0.280, 0.366, 0.072], [0.313, -0.673, -0.366], [-0.206, 0.146, 0.313], [-0.403, 0.044, 0.028], [0.103, 0.109, 0.029], [-0.052, 0.186, 0.163], [-0.039, 0.028, -0.075], [0.299, 0.134, -0.190]],
  "gap_ev": 11.051,
  "total_energy_ev": -9350.1754,
  "e_lumo_ev": 0.844,
  "de_lowest_kcal_mol": 26.32,
  "smiles": "O=COCCO",
  "homo_energy_ha": -0.3751
}

---

3.
{
  "formula": "C5H4O",
  "method": "wB97M-V/def2-TZVPD",
  "elements": ["C", "C", "C", "C", "C", "O", "H", "H", "H", "H"],
  "xyz": [[1.87495, 1.36085, 0.57407], [-0.68870, -2.55979, -0.19306], [0.84298, 1.04205, -0.04600], [-0.48832, -1.40770, -0.13911], [-0.44092, 0.70543, -0.44942], [-1.48010, 1.13835, 0.34417], [2.86640, 1.32865, 0.74575], [-0.82682, -3.65450, -0.41035], [-0.56082, 0.67240, -1.61581], [-1.09865, 1.37426, 1.18977]],
  "atomic_forces_ev_per_a": [[-5.606, -1.524, -3.333], [-0.801, -5.981, -0.927], [4.704, 1.567, 3.166], [0.817, 7.245, -0.620], [-2.367, -3.951, -1.222], [0.690, 0.093, -1.775], [2.732, 0.383, 0.952], [0.204, 1.940, 0.686], [-0.462, 0.173, 2.603], [0.089, 0.056, 0.470]],
  "gap_ev": 9.654,
  "total_energy_ev": -7289.9038,
  "e_lumo_ev": -0.208,
  "de_lowest_kcal_mol": 133.86,
  "homo_energy_ha": -0.3624
}